[1]
A molecular structure, C39H50AuCl3OPS5, computed with the ωB97M-V functional and the def2-TZVPD basis.

Molar mass in g/mol: 1029.5
Gap between HOMO and LUMO (spin up / spin down) in eV: 2.97 / 3.00
Highest occupied orbital energy (spin up / spin down) in eV: -9.698 / -9.700
Charge: +1

Geometry (Å):
1 Au 0.402 0.967 -0.425
2 C -4.277 2.219 3.886
3 C -3.625 2.354 2.504
4 C -3.420 3.826 2.153
5 C -2.345 1.564 2.464
6 C -2.380 0.185 2.301
7 C -1.241 -0.613 2.296
8 C -1.550 -2.100 2.333
9 C -1.886 -2.493 3.777
10 C -0.535 -3.077 1.753
11 C 0.022 0.011 2.376
12 C 0.057 1.389 2.700
13 C -1.111 2.137 2.706
14 C 1.300 2.060 3.230
15 C 1.195 2.160 4.758
16 C 1.486 3.467 2.647
17 C 1.263 -0.820 2.426
18 C 1.509 -1.378 3.683
19 C 2.519 -2.293 3.904
20 C 3.304 -2.715 2.845
21 C 3.127 -2.131 1.608
22 C 2.152 -1.155 1.384
23 P 2.230 -0.340 -0.252
24 C 3.867 0.616 -0.240
25 C 3.988 1.348 -1.577
26 C 5.139 -0.172 0.060
27 C 3.712 1.658 0.865
28 C 2.259 -1.627 -1.660
29 C 1.661 -0.930 -2.888
30 C 1.338 -2.782 -1.278
31 C 3.616 -2.209 -2.053
32 H -5.202 2.790 3.910
33 H -3.619 2.596 4.665
34 H -4.509 1.180 4.108
35 H -4.309 1.908 1.773
36 H -3.006 4.370 2.998
37 H -4.372 4.282 1.892
38 H -2.743 3.932 1.309
39 H -3.343 -0.296 2.209
40 H -2.471 -2.227 1.755
41 H -1.014 -2.418 4.421
42 H -2.229 -3.524 3.795
43 H -2.670 -1.858 4.182
44 H 0.320 -3.223 2.402
45 H -0.196 -2.728 0.787
46 H -1.012 -4.045 1.612
47 H -1.055 3.182 2.959
48 H 2.168 1.436 3.006
49 H 0.294 2.692 5.050
50 H 2.056 2.694 5.150
51 H 1.172 1.173 5.211
52 H 0.864 4.182 3.181
53 H 1.206 3.495 1.594
54 H 2.520 3.793 2.744
55 H 0.859 -1.093 4.498
56 H 2.673 -2.692 4.892
57 H 4.053 -3.478 2.983
58 H 3.750 -2.439 0.783
59 H 4.243 0.675 -2.391
60 H 4.781 2.090 -1.510
61 H 3.059 1.868 -1.813
62 H 5.409 -0.869 -0.723
63 H 5.069 -0.703 1.006
64 H 5.953 0.543 0.152
65 H 2.773 2.196 0.759
66 H 4.524 2.380 0.810
67 H 3.756 1.188 1.845
68 H 0.638 -0.617 -2.685
69 H 1.640 -1.625 -3.727
70 H 2.236 -0.057 -3.184
71 H 0.324 -2.422 -1.115
72 H 1.688 -3.306 -0.389
73 H 1.298 -3.500 -2.098
74 H 4.283 -1.460 -2.469
75 H 3.443 -2.953 -2.831
76 H 4.114 -2.715 -1.230
77 Cl -6.871 0.395 -0.746
78 C -5.232 0.871 -0.863
79 C -4.224 -0.079 -0.734
80 C -2.909 0.319 -0.796
81 Cl -1.713 -0.900 -0.724
82 C -2.510 1.680 -0.954
83 O -1.314 2.110 -0.951
84 C -3.598 2.590 -1.164
85 Cl -3.199 4.218 -1.518
86 C -4.915 2.204 -1.116
87 H -4.465 -1.125 -0.609
88 H -5.703 2.924 -1.272
89 C -0.925 3.287 -3.963
90 S -0.428 3.125 -5.693
91 C -0.368 1.430 -6.052
92 C -0.807 0.336 -5.324
93 S -1.690 0.294 -3.901
94 S -0.382 -1.230 -6.038
95 C 0.365 -0.645 -7.490
96 S 1.007 -1.627 -8.629
97 S 0.386 1.105 -7.593
98 H -0.775 4.337 -3.732
99 H -0.302 2.674 -3.320
100 H -1.968 3.019 -3.838

Atoms 1-2, force components in eV/Å:
0.1 0.3 -0.4
0.0 -0.1 -0.3

***

[2]
A molecular structure, C39H50BrClHfO3P4, computed with the ωB97M-V functional and the def2-TZVPD basis.

Molar mass in g/mol: 984.6
Gap between HOMO and LUMO in eV: 7.63
Highest occupied orbital energy in eV: -12.673
Charge: +2

Geometry (Å):
1 P -4.166 -1.925 1.746
2 C -4.647 -1.370 3.392
3 C -5.950 -0.908 3.649
4 H -6.664 -0.802 2.833
5 C -6.328 -0.597 4.957
6 H -7.345 -0.254 5.158
7 C -5.401 -0.731 5.998
8 H -5.697 -0.489 7.019
9 C -4.094 -1.163 5.743
10 H -3.367 -1.260 6.551
11 C -3.713 -1.479 4.436
12 H -2.700 -1.821 4.228
13 C -5.325 -1.280 0.530
14 C -5.450 0.115 0.376
15 H -4.859 0.783 1.008
16 C -6.343 0.634 -0.560
17 H -6.415 1.716 -0.690
18 C -7.152 -0.232 -1.300
19 H -7.873 0.176 -2.009
20 C -7.052 -1.614 -1.133
21 H -7.696 -2.291 -1.698
22 C -6.129 -2.145 -0.231
23 H -6.057 -3.223 -0.080
24 C -4.128 -3.728 1.736
25 C -5.118 -4.417 2.462
26 H -5.892 -3.853 2.986
27 C -5.098 -5.809 2.525
28 H -5.873 -6.332 3.085
29 C -4.078 -6.520 1.885
30 H -4.058 -7.609 1.943
31 C -3.078 -5.845 1.177
32 H -2.274 -6.394 0.682
33 C -3.104 -4.449 1.097
34 H -2.326 -3.914 0.551
35 Hf 0.144 0.064 0.180
36 C -0.365 -0.238 -2.017
37 C -1.581 -0.722 -2.309
38 H 0.379 0.009 -2.787
39 C -2.521 -1.116 -1.168
40 O -2.866 -2.500 -1.455
41 H -3.543 -2.798 -0.814
42 C -1.953 -0.961 0.210
43 H -3.433 -0.477 -1.209
44 C -2.523 -1.255 1.377
45 Cl 0.307 0.177 2.550
46 P 1.441 -2.229 0.127
47 P -1.007 2.425 0.068
48 C 2.973 -1.951 1.069
49 H 2.720 -1.628 2.087
50 H 3.548 -1.133 0.617
51 H 3.575 -2.869 1.098
52 C 0.622 -3.649 0.903
53 H -0.108 -4.079 0.204
54 H 0.063 -3.295 1.780
55 H 1.352 -4.411 1.211
56 C 1.980 -2.751 -1.527
57 H 2.460 -1.900 -2.030
58 H 1.096 -3.019 -2.120
59 H 2.676 -3.600 -1.472
60 C 0.257 3.653 0.512
61 H 0.930 3.816 -0.340
62 H 0.869 3.270 1.340
63 H -0.219 4.599 0.803
64 C -1.656 2.955 -1.543
65 H -2.481 2.291 -1.836
66 H -0.865 2.833 -2.296
67 H -2.001 3.999 -1.522
68 C -2.350 2.664 1.265
69 H -2.117 2.089 2.172
70 H -3.286 2.271 0.849
71 H -2.456 3.728 1.518
72 P -2.258 -1.077 -3.969
73 C -1.206 -0.184 -5.099
74 C -3.950 -0.479 -4.008
75 H -0.178 -0.557 -5.023
76 H -1.214 0.886 -4.857
77 H -1.587 -0.334 -6.116
78 H -4.593 -1.067 -3.341
79 H -4.326 -0.561 -5.036
80 H -3.989 0.573 -3.698
81 C -2.245 -2.834 -4.321
82 H -1.246 -3.243 -4.135
83 H -2.513 -2.986 -5.375
84 H -2.960 -3.348 -3.669
85 H -1.954 -1.019 2.287
86 Br 3.653 1.811 1.904
87 C 4.528 2.222 0.276
88 C 5.801 2.807 0.372
89 C 6.501 3.207 -0.778
90 C 5.929 3.010 -2.037
91 C 4.677 2.414 -2.145
92 C 3.957 2.002 -1.013
93 C 2.624 1.381 -1.327
94 O 2.233 1.320 -2.500
95 O 1.913 0.922 -0.307
96 H 6.255 2.964 1.346
97 H 7.483 3.670 -0.686
98 H 6.444 3.315 -2.948
99 H 4.223 2.259 -3.122

Atoms 1-2, force components in eV/Å:
0.4 0.2 0.1
-0.1 0.2 0.2

***

[3]
A molecular structure, C39H50Cl2N2O3P2PdS, computed with the ωB97M-V functional and the def2-TZVPD basis.

Molar mass in g/mol: 866.2
Gap between HOMO and LUMO (spin up / spin down) in eV: 3.04 / 3.04
Highest occupied orbital energy (spin up / spin down) in eV: 1.246 / 1.245
Charge: -2

Geometry (Å):
1 Pd 0.840 0.045 0.007
2 C 0.554 -0.235 -5.208
3 C 1.107 -0.525 -3.815
4 C 1.435 -2.010 -3.657
5 P 0.159 0.019 -2.312
6 C -0.405 1.761 -2.778
7 C -1.703 1.898 -3.577
8 C -0.483 2.672 -1.544
9 C -1.338 -1.029 -2.259
10 C -2.196 -1.247 -3.340
11 C -3.335 -2.027 -3.265
12 C -4.237 -2.230 -4.453
13 C -3.640 -2.581 -2.019
14 C -2.819 -2.404 -0.931
15 C -1.609 -1.666 -1.016
16 N -0.777 -1.482 0.045
17 C -0.747 -2.314 1.132
18 C -1.022 -3.699 1.053
19 C -0.934 -4.524 2.154
20 C -0.565 -4.034 3.404
21 C -0.444 -4.937 4.605
22 C -0.269 -2.681 3.488
23 C -0.338 -1.814 2.400
24 P 0.250 -0.075 2.424
25 C -0.661 0.816 3.787
26 C -1.869 1.492 3.120
27 C -1.119 0.033 5.013
28 C 2.022 -0.218 3.013
29 C 2.328 -0.538 4.472
30 C 2.715 -1.195 2.058
31 H 1.352 -0.366 -5.946
32 H 0.183 0.785 -5.309
33 H -0.248 -0.925 -5.474
34 H 2.032 0.045 -3.690
35 H 0.526 -2.614 -3.718
36 H 1.899 -2.206 -2.688
37 H 2.120 -2.341 -4.442
38 H 0.437 2.134 -3.372
39 H -2.547 1.450 -3.052
40 H -1.647 1.436 -4.562
41 H -1.928 2.958 -3.724
42 H -1.799 1.288 -0.702
43 H -0.713 3.677 -1.897
44 H 0.477 2.714 -1.030
45 H -1.982 -0.763 -4.284
46 H -3.778 -1.839 -5.362
47 H -5.197 -1.722 -4.325
48 H -4.451 -3.290 -4.616
49 H -4.557 -3.150 -1.899
50 H -3.109 -2.815 0.027
51 H -1.295 -4.116 0.093
52 H -1.151 -5.583 2.038
53 H -1.126 -5.786 4.529
54 H -0.678 -4.400 5.527
55 H 0.568 -5.339 4.711
56 H 0.033 -2.293 4.452
57 H 0.045 1.596 4.094
58 H -2.539 0.742 2.690
59 H -1.556 2.152 2.309
60 H -2.442 2.079 3.842
61 H -1.799 -0.769 4.723
62 H -1.663 0.703 5.685
63 H -0.291 -0.402 5.574
64 H 2.408 0.782 2.789
65 H 1.985 -1.537 4.747
66 H 1.876 0.184 5.154
67 H 3.410 -0.512 4.634
68 H 2.460 -2.227 2.307
69 H 3.800 -1.074 2.076
70 H 2.347 -0.994 1.032
71 C 8.334 -1.517 0.041
72 C 7.117 -0.651 -0.157
73 C 5.936 -1.189 -0.662
74 C 4.822 -0.392 -0.870
75 C 4.875 0.962 -0.568
76 C 6.043 1.514 -0.068
77 C 7.155 0.706 0.136
78 S 3.418 1.967 -0.817
79 O 3.869 3.344 -0.784
80 O 2.560 1.619 0.335
81 O 2.906 1.531 -2.104
82 H 8.053 -2.553 0.233
83 H 8.935 -1.166 0.881
84 H 8.972 -1.509 -0.847
85 H 5.890 -2.249 -0.892
86 H 3.902 -0.804 -1.267
87 H 6.059 2.573 0.151
88 H 8.069 1.139 0.529
89 Cl -4.203 0.919 -0.750
90 C -3.940 2.583 -0.319
91 C -5.033 3.367 -0.018
92 C -4.858 4.702 0.306
93 C -3.576 5.215 0.368
94 C -2.485 4.411 0.087
95 Cl -0.897 5.077 0.354
96 C -2.619 3.073 -0.317
97 N -1.545 2.264 -0.613
98 H -6.020 2.924 -0.059
99 H -5.711 5.328 0.527
100 H -3.398 6.241 0.660

Atoms 1-2, force components in eV/Å:
-0.4 0.1 -0.6
0.1 -0.1 -0.1

***

[4]
A molecular structure, C39H50FN4O5SSiSn, computed with the ωB97M-V functional and the def2-TZVPD basis.

Molar mass in g/mol: 852.7
Gap between HOMO and LUMO in eV: 6.55
Highest occupied orbital energy in eV: -4.078
Charge: -1

Geometry (Å):
1 Sn -1.153 -0.179 0.189
2 C -2.681 -3.106 2.101
3 Si -2.447 -1.655 3.278
4 C -2.386 -2.423 5.008
5 C -4.010 -0.612 3.159
6 N -1.070 -0.768 2.811
7 C -0.393 0.098 3.608
8 C -0.729 0.491 4.934
9 C 0.049 1.361 5.688
10 C 1.211 1.923 5.175
11 C 1.571 1.595 3.868
12 C 0.786 0.732 3.149
13 F 1.173 0.458 1.861
14 H -3.750 -3.293 1.936
15 H -2.243 -4.023 2.513
16 H -2.222 -2.920 1.126
17 H -2.903 -3.389 5.002
18 H -2.858 -1.793 5.769
19 H -1.349 -2.594 5.317
20 H -4.897 -1.123 3.554
21 H -4.196 -0.384 2.100
22 H -3.894 0.343 3.684
23 H -1.643 0.092 5.361
24 H -0.263 1.606 6.697
25 H 1.817 2.603 5.760
26 H 2.458 2.010 3.403
27 O 1.420 0.147 -0.730
28 C 1.688 0.410 -2.107
29 C 0.329 0.325 -2.868
30 O 0.383 0.502 -4.093
31 O -0.684 0.019 -2.180
32 C 2.636 -0.691 -2.602
33 C 3.966 -0.675 -2.182
34 C 4.832 -1.707 -2.512
35 C 4.378 -2.778 -3.275
36 C 3.056 -2.804 -3.693
37 C 2.189 -1.769 -3.357
38 C 2.289 1.804 -2.290
39 C 2.313 2.725 -1.252
40 C 2.907 3.975 -1.423
41 C 3.472 4.316 -2.639
42 C 3.432 3.405 -3.691
43 C 2.849 2.161 -3.519
44 H 2.097 0.543 -0.170
45 H 4.330 0.161 -1.591
46 H 5.861 -1.676 -2.173
47 H 5.054 -3.582 -3.543
48 H 2.691 -3.637 -4.282
49 H 1.160 -1.796 -3.691
50 H 1.849 2.488 -0.302
51 H 2.914 4.680 -0.600
52 H 3.936 5.286 -2.771
53 H 3.861 3.667 -4.651
54 H 2.804 1.454 -4.337
55 N -2.944 -0.345 -3.517
56 C -3.411 0.164 -2.365
57 S -3.913 -0.860 -1.118
58 N -3.504 1.503 -2.201
59 C -2.942 2.589 -2.901
60 C -1.809 2.522 -3.714
61 C -1.335 3.670 -4.337
62 C -1.960 4.894 -4.157
63 C -3.058 4.968 -3.309
64 C -3.540 3.831 -2.686
65 H -2.596 -1.286 -3.421
66 H -2.392 0.226 -4.130
67 H -3.941 1.735 -1.323
68 H -1.213 1.623 -3.792
69 H -0.438 3.597 -4.941
70 H -1.583 5.782 -4.650
71 H -3.539 5.921 -3.124
72 H -4.390 3.898 -2.016
73 O -0.108 -3.127 -0.301
74 C 0.927 -3.734 -0.169
75 C 2.208 -3.095 0.299
76 C 2.497 -3.651 1.721
77 C 1.243 -4.100 2.508
78 C 0.757 -5.536 2.218
79 C 0.110 -5.731 0.843
80 N 0.955 -5.138 -0.210
81 H 2.050 -2.018 0.328
82 H 3.027 -3.302 -0.395
83 H 2.992 -2.860 2.288
84 H 3.202 -4.487 1.671
85 H 0.428 -3.384 2.341
86 H 1.478 -4.047 3.572
87 H 0.041 -5.834 2.991
88 H 1.615 -6.215 2.299
89 H -0.855 -5.234 0.795
90 H -0.039 -6.790 0.635
91 H 1.903 -5.482 -0.143
92 C -1.354 4.002 -0.196
93 C -2.062 3.006 0.710
94 C -1.574 3.134 2.150
95 O -1.938 1.697 0.259
96 H -1.546 5.028 0.134
97 H -1.695 3.898 -1.231
98 H -0.278 3.824 -0.179
99 H -3.135 3.274 0.703
100 H -0.507 2.890 2.199
101 H -2.104 2.427 2.794
102 H -1.722 4.147 2.536

Atoms 1-2, force components in eV/Å:
-0.1 -0.2 0.3
0.0 0.0 -0.1